Record 1
The following is a quantum chemistry calculation of a molecular structure, C35H32AsAuN3O at a distorted geometry, from the Open Molecules 2025 dataset.

Results
HOMO (spin up / spin down) = -16.48 / -16.48 eV
frontier orbital gap (spin up / spin down) = 0.149 / 0.149 Eh
lowest unoccupied orbital energy (spin up / spin down) = -12.43 / -12.42 eV
energy relative to the best compared isomer or geometry (same formula, charge and spin) = 179.1 kJ/mol
charge = +3
spin multiplicity = 1
molecular weight = 782.5 g/mol

Structure (XYZ):
```
73
Properties=species:S:1:pos:R:3:mulliken_charge:R:1
Au 0.1392 0.3599 0.0720 1.250
C 4.4255 0.2142 -0.4377 -0.946
C 3.0566 0.3459 -0.6722 0.286
N 2.1762 0.2788 0.3140 -0.038
C 2.5900 0.0972 1.5911 0.845
C 3.9504 0.0278 1.9180 0.547
C 4.8769 0.0714 0.8564 -0.441
C 4.3208 -0.0968 3.2947 -0.939
C 3.3801 -0.2043 4.2641 -0.926
C 1.9878 -0.2426 3.9341 0.748
C 0.9560 -0.4787 4.8663 -0.418
C -0.3545 -0.5315 4.4493 -1.005
C -0.6509 -0.3261 3.0972 -0.099
N 0.3102 -0.0950 2.2282 -0.505
C 1.6108 -0.0676 2.5940 0.174
H 5.1085 0.2318 -1.2748 0.467
H 2.6748 0.5159 -1.6720 0.329
H 5.9359 -0.0102 1.0681 0.506
H 5.3749 -0.1081 3.5396 0.463
H 3.6660 -0.2797 5.3052 0.470
H 1.2076 -0.6383 5.9076 0.503
H -1.1583 -0.7407 5.1405 0.441
H -1.6666 -0.3643 2.7207 0.578
C -0.4928 5.5222 1.5234 -1.539
C 0.3603 5.1804 0.2882 2.019
C -0.1290 5.9589 -0.9472 -1.535
C 1.8545 5.4333 0.5634 -1.706
C 0.2036 3.7635 0.0060 -0.612
N 0.0732 2.6516 -0.2572 0.065
H -0.3705 6.5792 1.7535 0.481
H -0.1798 4.9425 2.3924 0.415
H -1.5497 5.3336 1.3330 0.304
H -0.0739 7.0256 -0.7358 0.428
H -1.1621 5.6996 -1.1798 0.350
H 0.4890 5.7470 -1.8197 0.397
H 2.0043 6.4984 0.7326 0.431
H 2.4704 5.1306 -0.2833 0.405
H 2.1844 4.8917 1.4503 0.388
O -1.8435 -0.0141 -0.1906 -0.773
As -2.8593 0.8000 -1.2632 1.497
C -1.6787 1.5148 -2.6082 0.593
C -0.5768 0.7211 -2.9374 -0.320
C 0.3687 1.2040 -3.8339 -0.876
C 0.1969 2.4637 -4.3906 -0.736
C -0.9071 3.2410 -4.0600 -0.641
C -1.8748 2.7577 -3.1836 -0.493
C -3.9158 -0.5537 -2.1905 0.750
C -3.2699 -1.7587 -2.4450 -0.277
C -3.9829 -2.7712 -3.0715 -0.780
C -5.2977 -2.5579 -3.4578 -0.520
C -5.9290 -1.3490 -3.2005 -0.761
C -5.2200 -0.3186 -2.5959 -0.383
C -3.8473 2.0996 -0.2259 0.996
C -5.1852 2.4387 -0.3844 -0.276
C -5.7627 3.3652 0.4717 -0.961
C -5.0167 3.9339 1.4942 -0.624
C -3.6778 3.5990 1.6484 -0.991
C -3.0908 2.6801 0.7971 -0.330
H -0.4784 -0.2753 -2.5045 0.607
H 1.2109 0.5879 -4.1214 0.584
H 0.9128 2.8278 -5.1154 0.471
H -1.0344 4.2205 -4.5024 0.518
H -2.7562 3.3429 -2.9501 0.518
H -2.2513 -1.9333 -2.1219 0.273
H -3.5022 -3.7236 -3.2486 0.422
H -5.8283 -3.3297 -4.0000 0.411
H -6.9575 -1.1874 -3.4915 0.439
H -5.6973 0.6412 -2.4767 0.363
H -5.7976 1.9915 -1.1506 0.178
H -6.8079 3.6173 0.3586 0.457
H -5.4844 4.6210 2.1862 0.433
H -3.0937 4.0460 2.4427 0.551
H -2.0457 2.4132 0.9014 0.101
```


Record 2
The following is a quantum chemistry calculation of a molecular structure, C35H32BrCl3FeGeN6O3S at a distorted geometry, from the Open Molecules 2025 dataset.

Results
HOMO (spin up / spin down) = -7.60 / -7.61 eV
frontier orbital gap (spin up / spin down) = 0.212 / 0.176 Eh
lowest unoccupied orbital energy (spin up / spin down) = -1.83 / -2.83 eV
energy relative to the best compared isomer or geometry (same formula, charge and spin) = 392.0 kJ/mol
spin multiplicity = 5
molecular weight = 931.5 g/mol

Structure (XYZ):
```
83
Properties=species:S:1:pos:R:3:mulliken_spin:R:1
Fe 3.8692 9.6095 16.0764 3.337
C 7.4338 15.8852 18.2590 0.000
C 7.1765 14.4179 18.1096 -0.002
C 8.6490 13.7405 17.8368 0.000
C 6.6987 13.8408 19.4582 0.001
C 6.3825 14.0901 16.8803 -0.003
C 6.3329 14.9748 15.7952 0.003
C 6.0849 14.4991 14.4801 -0.001
C 5.8606 13.1561 14.2643 -0.003
S 5.7179 12.2523 12.7816 0.009
C 4.7837 11.0428 13.6940 -0.049
N 4.9033 11.1620 15.0336 -0.001
C 5.5276 12.3195 15.3930 0.007
C 5.9202 12.7662 16.6918 -0.024
C 4.0307 9.9213 13.1886 0.062
C 3.8479 9.7172 11.7522 -0.034
C 2.8490 8.8060 11.3511 0.030
C 2.3016 7.9526 12.3087 -0.041
C 2.6271 8.0644 13.7224 0.056
C 3.5058 9.0135 14.1195 -0.459
H 8.1753 15.9964 19.0280 0.000
H 6.5553 16.5418 18.4338 0.000
H 7.9800 16.2717 17.3463 0.000
H 9.3850 13.9108 18.6856 0.000
H 9.1029 14.3343 16.9886 0.000
H 8.5645 12.6599 17.6013 0.000
H 7.4983 13.9796 20.2366 0.000
H 6.6394 12.7237 19.3744 0.000
H 5.7454 14.1881 19.8259 0.000
H 6.5482 16.0342 15.9096 0.001
H 6.0427 15.1479 13.6072 0.000
H 5.9783 12.0720 17.5514 0.016
H 4.2641 10.3506 11.0200 -0.002
H 2.5178 8.8390 10.3038 0.000
H 1.5467 7.2788 11.9595 -0.003
H 2.2047 7.3203 14.3813 -0.007
C 1.7910 12.3653 17.0547 0.011
C 2.7535 11.8853 18.0787 -0.008
N 3.6470 10.9720 17.8712 -0.034
C 4.2174 10.5838 19.1329 0.013
C 3.6965 11.4411 20.0602 0.004
N 2.8029 12.2933 19.4348 -0.001
C 1.9201 13.2825 20.0432 -0.001
N 2.2643 14.6399 19.7256 0.000
N 2.7353 14.9875 18.4486 0.000
N 3.0567 16.2537 18.4535 0.000
C 3.0791 16.7174 19.7878 0.000
C 2.9858 18.0033 20.1815 0.000
C 2.7956 18.2350 21.5704 0.000
C 2.5042 17.1948 22.4575 0.000
C 2.2269 15.9247 21.9332 0.000
C 2.5558 15.6970 20.6067 0.000
H 0.8084 12.0951 17.4528 0.001
H 1.9940 11.7632 16.1529 0.001
H 1.9306 13.5010 17.0121 0.003
H 4.9378 9.8034 19.2470 0.001
H 3.7382 11.3337 21.1375 0.001
H 2.0018 13.1454 21.1214 0.000
H 0.8716 13.0834 19.7956 0.000
H 3.1630 18.8395 19.4664 0.000
H 2.8579 19.2751 21.8892 0.000
H 2.4847 17.3658 23.4991 0.000
H 1.9153 15.1680 22.5861 0.000
Br 5.1140 7.7095 16.8015 0.116
O 5.3659 2.0256 16.1419 0.312
C 5.5134 0.9706 15.5009 0.075
C 5.5974 -0.2916 16.1346 0.260
C 6.2250 -1.4218 15.5946 -0.101
C 6.7681 -1.2825 14.3155 0.320
C 6.4845 -0.0870 13.5554 -0.076
C 5.7298 0.9371 14.0983 0.171
C 5.3698 2.1930 13.3019 -0.002
O 5.4247 2.2152 12.0986 0.028
O 4.7868 3.1930 13.9851 0.003
H 4.9213 2.8339 14.9443 -0.007
H 5.1206 -0.4440 17.0955 0.006
H 6.3493 -2.3262 16.2484 -0.001
H 7.4667 -2.0319 13.8106 0.011
H 6.8416 0.0574 12.5475 0.000
Cl 0.9740 9.3973 19.7479 -0.001
Ge 1.8497 7.6858 18.4543 0.004
Cl 0.0907 6.3633 18.4260 -0.001
Cl 1.5016 8.9244 16.4740 0.001
```


Record 3
The following is a quantum chemistry calculation of a molecular structure, C35H32HfN5O4S at a distorted geometry, from the Open Molecules 2025 dataset.

Results
HOMO (spin up / spin down) = -10.26 / -10.26 eV
frontier orbital gap (spin up / spin down) = 0.217 / 0.217 Eh
lowest unoccupied orbital energy (spin up / spin down) = -4.37 / -4.37 eV
energy relative to the best compared isomer or geometry (same formula, charge and spin) = 394.5 kJ/mol
charge = +1
spin multiplicity = 1
molecular weight = 797.2 g/mol

Structure (XYZ):
```
78
Properties=species:S:1:pos:R:3:mulliken_charge:R:1
Hf -0.3179 -1.7923 1.2424 0.773
N -4.1462 -3.7976 1.9575 -0.438
C -2.9422 -3.2841 1.5247 0.660
S -2.6879 -1.6637 2.1285 -0.563
N -2.2252 -4.1210 0.7870 -1.318
N -0.9040 -3.8247 0.4386 0.646
C -0.2099 -4.7909 -0.0947 -0.545
C 1.0685 -4.6282 -0.6099 0.915
C 1.6425 -5.6138 -1.4784 -0.524
C 2.8420 -5.3878 -2.0395 -0.727
C 3.6335 -4.3562 -1.5256 -0.368
C 3.2376 -3.4820 -0.5731 -1.071
C 1.8215 -3.4558 -0.3328 0.436
O 1.2201 -2.4292 0.2226 -0.032
H -4.6515 -3.1775 2.5547 0.254
H -4.2231 -4.7555 2.2362 0.253
H -0.5553 -5.8111 -0.1004 0.401
H 1.0408 -6.5427 -1.5389 0.324
H 3.1990 -5.9596 -2.9637 0.323
H 4.6167 -4.3095 -1.9122 0.433
H 3.8585 -2.7520 -0.0870 0.463
C -1.2071 -1.7260 -1.9672 -0.381
O -0.8589 -0.9303 -0.8052 0.206
C -1.2922 0.3649 -0.4797 0.308
C -2.5243 0.9182 -1.0700 -0.612
C -3.0024 2.2897 -0.5328 0.406
C -2.1382 2.8599 0.5270 -1.451
C -0.9923 2.2626 0.9588 -0.297
C -0.5739 0.9618 0.5284 0.108
N 0.4017 0.1862 1.1873 0.663
N 1.0256 0.9228 2.0955 -0.788
C 1.8736 0.2560 2.9789 0.153
C 1.6243 -1.1142 3.4363 0.732
O 0.4804 -1.6961 3.0929 -0.870
C 2.6399 -1.8016 4.1096 -0.847
C 3.7043 -1.1374 4.6298 -0.753
C 3.7873 0.2852 4.5607 0.559
C 4.7721 1.0100 5.1985 -0.690
C 4.9194 2.3770 4.9865 -0.539
C 4.0120 3.1256 4.1965 -0.808
C 3.0615 2.3747 3.4907 -0.149
C 2.9477 0.9930 3.6669 0.728
H -2.2631 -1.8536 -2.0117 0.345
H -0.7317 -1.2437 -2.8326 -0.036
H -0.7773 -2.7181 -1.7100 0.212
H -3.3713 0.2727 -1.0024 0.858
H -4.0481 2.3087 -0.2207 0.361
H -2.2992 3.8985 0.8680 0.324
H -0.2675 2.8057 1.5653 0.367
H 2.4607 -2.8577 4.2665 0.481
H 4.5369 -1.7079 5.0913 0.365
H 5.4440 0.4231 5.8340 0.379
H 5.7187 2.8565 5.5295 0.377
H 4.0041 4.2167 4.3453 0.363
H 2.3344 2.8183 2.8300 0.380
C -3.1446 5.4049 -2.1857 -1.452
C -2.4225 4.1194 -2.2357 -0.061
C -3.1057 2.8563 -1.9491 0.188
C -2.5105 1.5128 -2.5420 1.756
C -3.4942 0.8330 -3.4927 -1.712
C -1.1512 1.7392 -3.1491 0.189
C -0.5694 0.8046 -4.0978 -0.761
O 0.4179 0.0544 -4.0206 -0.546
C -0.3722 2.8674 -2.8189 0.188
C 1.1344 2.9120 -2.7964 -1.886
C -1.0798 4.0696 -2.4605 -0.818
H -3.9275 5.5827 -2.9485 0.285
H -2.3136 6.0789 -2.3809 0.437
H -3.4827 5.6760 -1.1727 0.319
H -4.2046 2.8736 -2.1199 0.727
H -4.4533 0.8340 -3.0133 0.585
H -3.3089 -0.2271 -3.7519 0.301
H -3.5652 1.4222 -4.4031 0.448
H -1.1516 0.7320 -5.0608 0.324
H 1.4393 3.7569 -3.4030 0.495
H 1.5798 1.9519 -3.1328 0.355
H 1.4499 3.1882 -1.7959 0.357
H -0.4823 4.8913 -2.2467 0.534
```